Record 1
Entry from OMol25: the molecule C3H5N3 (the ωB97M-V functional and the def2-TZVPD basis).

Last columns: bonded neighbours and bond lengths (Å).
Cartesian coordinates (Å):
1 C 1.2655 -0.7464 -0.8948  C2 1.494, H7 1.094, H8 1.095, H9 1.092
2 C 0.2803 -0.0942 0.0192  C1 1.494, C3 1.373, N6 1.364
3 C -1.0376 0.2420 -0.1721  C2 1.373, N4 1.352, H10 1.081
4 N -1.3861 0.8446 0.9872  C3 1.352, N5 1.333, H11 1.008
5 N -0.3704 0.8819 1.8496  N4 1.333, N6 1.295
6 N 0.6392 0.3152 1.2700  C2 1.364, N5 1.295
7 H 1.3860 -0.1712 -1.8177  C1 1.094
8 H 0.9620 -1.7623 -1.1670  C1 1.095
9 H 2.2345 -0.7976 -0.3928  C1 1.092
10 H -1.7272 0.0958 -0.9911  C3 1.081
11 H -2.2718 1.2439 1.2561  N4 1.008

E	-281.55454	a.u.
orbital gap	10.395	eV
spin multiplicity	1
lowest unoccupied orbital energy	0.884	eV
strongest force on any atom	0.21	eV/A
SMILES	Cc1c[nH]nn1
relative energy (zero: lowest compared OMol25 entry of this formula, charge and spin)	0.9663	eV

How is the electron density shared among the atoms? According to Löwdin, the charges in e are: C -0.05; C -0.36; C -0.06; N -0.02; N -0.02; N 0.03; H 0.07; H 0.07; H 0.07; H 0.12; H 0.15

=====

Record 2
Entry from OMol25: a cluster of 3 separate species, C33H66F3IN2O2Si2 in total (the ωB97M-V functional and the def2-TZVPD basis).

Last columns: bonded neighbours and bond lengths (Å).
Cartesian coordinates (Å):
1 C -2.6041 -1.3900 2.8863  C2 1.538, H30 1.100, H31 1.095, H32 1.092
2 C -1.7129 -1.7108 1.6749  C1 1.538, C3 1.556, H33 1.102, H34 1.101
3 C -0.2669 -1.1390 1.7192  C2 1.556, I4 2.174, Si5 1.915, H35 1.096
4 I 0.5542 -1.2927 3.7261  C3 2.174
5 Si -0.1111 0.6195 0.9774  C3 1.915, C6 1.905, C14 1.916, Si26 2.316
6 C -1.7758 1.5452 1.0051  Si5 1.905, C7 1.539, H36 1.099, H37 1.099
7 C -1.5890 3.0285 0.6379  C6 1.539, O8 1.432, H38 1.103, H39 1.094
8 O -2.7522 3.5764 0.0071  C7 1.432, C9 1.400
9 C -2.4568 4.8358 -0.5288  O8 1.400, C10 1.535, H40 1.096, H41 1.103
10 C -2.3494 5.9482 0.5229  C9 1.535, F11 1.353, F12 1.335, F13 1.360
11 F -2.5371 7.1452 -0.0803  C10 1.353
12 F -3.2078 5.8201 1.5374  C10 1.335
13 F -1.1079 6.0220 1.0735  C10 1.360
14 C 1.1983 1.6583 1.9147  Si5 1.916, O15 1.434, H42 1.097, H43 1.106
15 O 0.5336 2.5080 2.8602  C14 1.434, C16 1.376
16 C 1.3334 2.9206 3.9008  O15 1.376, C17 1.376, C22 1.400
17 C 2.6744 3.1894 3.7445  C16 1.376, C18 1.381, H44 1.089
18 C 3.4555 3.5962 4.8077  C17 1.381, C19 1.528, C20 1.371
19 C 4.9489 3.8479 4.6061  C18 1.528, H45 1.093, H46 1.096, H47 1.097
20 C 2.9029 3.7437 6.0542  C18 1.371, C21 1.392, H48 1.087
21 C 1.5381 3.5066 6.1952  C20 1.392, C22 1.370, H49 1.087
22 C 0.7414 3.1009 5.1567  C16 1.400, C21 1.370, C23 1.538
23 C -0.7608 2.8515 5.3733  C22 1.538, C24 1.573, C25 1.534, H50 1.099
24 C -1.5678 3.7360 4.3537  C23 1.573, H51 1.094, H52 1.090, H53 1.096
25 C -1.2302 3.2484 6.7785  C23 1.534, H54 1.097, H55 1.100, H56 1.096
26 Si 0.4134 0.4035 -1.2679  Si5 2.316, C27 1.907, C28 1.911, C29 1.897
27 C 0.3240 -1.3965 -1.8907  Si26 1.907, H57 1.096, H58 1.099, H59 1.101
28 C -0.8768 1.3781 -2.2871  Si26 1.911, H60 1.093, H61 1.099, H62 1.100
29 C 2.1139 1.1147 -1.7168  Si26 1.897, H63 1.095, H64 1.096, H65 1.102
30 H -3.6354 -1.6667 2.6212  C1 1.100
31 H -2.5895 -0.3209 3.1228  C1 1.095
32 H -2.3591 -1.9861 3.7682  C1 1.092
33 H -2.2186 -1.4056 0.7449  C2 1.102
34 H -1.6348 -2.8071 1.6101  C2 1.101
35 H 0.3638 -1.8004 1.1147  C3 1.096
36 H -2.5105 1.0573 0.3497  C6 1.099
37 H -2.1793 1.4976 2.0260  C6 1.099
38 H -0.6981 3.1299 -0.0042  C7 1.103
39 H -1.4380 3.5699 1.5766  C7 1.094
40 H -3.2314 5.1450 -1.2402  C9 1.096
41 H -1.5071 4.8432 -1.0888  C9 1.103
42 H 1.9584 1.0355 2.4033  C14 1.097
43 H 1.7348 2.2427 1.1437  C14 1.106
44 H 3.1672 3.0861 2.7786  C17 1.089
45 H 5.4402 4.0293 5.5655  C19 1.093
46 H 5.0731 4.7203 3.9540  C19 1.096
47 H 5.3667 2.9497 4.1352  C19 1.097
48 H 3.4798 4.0336 6.9282  C20 1.087
49 H 1.1398 3.6463 7.1965  C21 1.087
50 H -0.9385 1.7821 5.1937  C23 1.099
51 H -2.4759 4.1115 4.8335  C24 1.094
52 H -1.8038 3.1344 3.4756  C24 1.090
53 H -0.9205 4.5751 4.0758  C24 1.096
54 H -0.7900 2.6471 7.5834  C25 1.097
55 H -0.9477 4.2918 6.9846  C25 1.100
56 H -2.3240 3.2176 6.8412  C25 1.096
57 H 0.0097 -2.1317 -1.1415  C27 1.096
58 H 1.2754 -1.7030 -2.3468  C27 1.099
59 H -0.4125 -1.4546 -2.7073  C27 1.101
60 H -0.7804 2.4624 -2.1857  C28 1.093
61 H -0.7877 1.0884 -3.3439  C28 1.099
62 H -1.8654 1.0185 -1.9663  C28 1.100
63 H 2.2181 2.1396 -1.3450  C29 1.095
64 H 2.9230 0.4427 -1.4077  C29 1.096
65 H 2.1539 1.1549 -2.8170  C29 1.102
66 C 7.4253 -4.9953 -3.5146  C67 1.521, H73 1.091, H74 1.091, H75 1.091
67 C 6.1114 -4.3729 -3.9628  C66 1.521, N68 1.452, H76 1.094, H77 1.101
68 N 5.3879 -3.7074 -2.8941  C67 1.452, C69 1.453, C71 1.454
69 C 4.0281 -3.3474 -3.2601  N68 1.453, C70 1.531, H78 1.095, H79 1.095
70 C 3.8410 -2.3109 -4.3718  C69 1.531, H80 1.090, H81 1.093, H82 1.090
71 C 6.1288 -2.6933 -2.1623  N68 1.454, C72 1.534, H83 1.093, H84 1.094
72 C 6.6978 -1.5073 -2.9517  C71 1.534, H85 1.091, H86 1.092, H87 1.089
73 H 7.2674 -5.6949 -2.6923  C66 1.091
74 H 7.8727 -5.5455 -4.3438  C66 1.091
75 H 8.1496 -4.2435 -3.1982  C66 1.091
76 H 5.4817 -5.1777 -4.3525  C67 1.094
77 H 6.3125 -3.6967 -4.8077  C67 1.101
78 H 3.4945 -3.0066 -2.3673  C69 1.095
79 H 3.5106 -4.2642 -3.5613  C69 1.095
80 H 4.0519 -1.3005 -4.0224  C70 1.090
81 H 2.7999 -2.3176 -4.7047  C70 1.093
82 H 4.4603 -2.5177 -5.2448  C70 1.090
83 H 6.9574 -3.1847 -1.6456  C71 1.093
84 H 5.4982 -2.3119 -1.3543  C71 1.094
85 H 7.1647 -1.8151 -3.8883  C72 1.091
86 H 7.4636 -1.0060 -2.3552  C72 1.092
87 H 5.9353 -0.7618 -3.1733  C72 1.089
88 C -4.9411 -5.3652 -2.6575  C89 1.521, H95 1.091, H96 1.091, H97 1.091
89 C -4.6621 -3.9571 -2.1537  C88 1.521, N90 1.452, H98 1.094, H99 1.101
90 N -4.8632 -2.9283 -3.1585  C89 1.452, C91 1.453, C93 1.454
91 C -4.3491 -1.6292 -2.7583  N90 1.453, C92 1.532, H100 1.094, H101 1.096
92 C -5.0077 -0.9407 -1.5587  C91 1.532, H102 1.089, H103 1.094, H104 1.091
93 C -6.1671 -2.9160 -3.8013  N90 1.454, C94 1.534, H105 1.093, H106 1.093
94 C -7.4055 -2.7446 -2.9126  C93 1.534, H107 1.091, H108 1.092, H109 1.089
95 H -4.3375 -5.5938 -3.5372  C88 1.091
96 H -4.6920 -6.0895 -1.8804  C88 1.091
97 H -5.9925 -5.5107 -2.9089  C88 1.091
98 H -3.6163 -3.9229 -1.8338  C89 1.094
99 H -5.2701 -3.7785 -1.2536  C89 1.101
100 H -4.3822 -0.9515 -3.6163  C91 1.094
101 H -3.2822 -1.7496 -2.5361  C91 1.096
102 H -5.9753 -0.5143 -1.8182  C92 1.089
103 H -4.3784 -0.1111 -1.2234  C92 1.094
104 H -5.1361 -1.6113 -0.7081  C92 1.091
105 H -6.2785 -3.8483 -4.3612  C93 1.093
106 H -6.1723 -2.1395 -4.5709  C93 1.093
107 H -7.3570 -3.3520 -2.0077  C94 1.091
108 H -8.2961 -3.0532 -3.4648  C94 1.092
109 H -7.5596 -1.7057 -2.6245  C94 1.089

E	-2733.25888	a.u.
orbital gap	8.586	eV
spin multiplicity	1
lowest unoccupied orbital energy	0.347	eV
strongest force on any atom	1.60	eV/A
SMILES	CC[C@H](I)[Si@@](CCOCC(F)(F)F)(COc1cc(C)ccc1C(C)C)[Si](C)(C)C.CCN(CC)CC.CCN(CC)CC

Löwdin atomic charge list, values in e, 99 entries: C -0.17; C -0.37; C -0.78; I 0.88; Si 0.59; C -0.22; C -0.27; O -0.10; C -0.11; C -0.58; F 0.12; F 0.16; F 0.12; C -0.30; O -0.13; C -0.23; C 0.01; C -0.28; C -0.04; C -0.05; C -0.04; C -0.13; C -0.32; C -0.04; C -0.10; Si 0.51; C -0.19; C -0.20; C -0.22; H 0.08; H 0.06; H 0.04; H 0.09; H 0.10; H 0.01; H 0.07; H 0.06; H 0.10; H 0.09; H 0.15; H 0.14; H 0.06; H 0.08; H 0.12; H 0.07; H 0.08; H 0.08; H 0.11; H 0.10; H 0.13; H 0.08; H 0.04; H 0.09; H 0.08; H 0.09; H 0.08; H 0.01; H 0.01; H 0.03; H 0.02; H 0.04; H 0.02; H 0.02; H 0.02; H 0.03; C -0.09; C -0.28; N -0.20; C -0.25; C -0.09; C -0.25; C -0.08; H 0.08; H 0.07; H 0.06; H 0.12; H 0.10; H 0.10; H 0.11; H 0.05; H 0.07; H 0.07; H 0.10; H 0.11; H 0.07; H 0.07; H 0.05; C -0.09; C -0.28; N -0.20; C -0.25; C -0.08; C -0.25; C -0.08; H 0.08; H 0.07; H 0.06; H 0.12; H 0.10